A cluster of 8 separate species, C23H38Cl6F9N3O9 in total, computed with wB97M-V/def2-TZVPD.

Geometry as ORCA input:
```
! wB97M-V def2-TZVPD RIJCOSX def2/J DEFGRID3
* xyz 0 1
C 1.3697 -3.4135 2.8601
C 2.1316 -4.4372 3.6739
O 1.5987 -4.5440 5.0139
C 1.8263 -3.5308 5.8100
O 2.6000 -2.6576 5.6087
C 1.0277 -3.6281 7.1231
F 0.6210 -2.3877 7.4743
F -0.0512 -4.3898 6.9975
F 1.7990 -4.0928 8.1011
H 1.2363 -2.4468 3.3407
H 0.3826 -3.8396 2.6736
H 1.9067 -3.2450 1.9259
H 3.1850 -4.1860 3.7791
H 1.9814 -5.4131 3.2319
C -2.6720 0.2920 -4.2128
C -1.7438 1.1264 -5.0405
O -2.4236 1.5856 -6.2285
C -2.2793 0.8580 -7.3047
O -1.7495 -0.1943 -7.3921
C -2.8619 1.5803 -8.5297
F -3.7403 2.5273 -8.1938
F -1.8670 2.1409 -9.2438
F -3.4753 0.6959 -9.3039
H -3.6469 0.7698 -4.0990
H -2.2213 0.0365 -3.2590
H -2.9239 -0.6387 -4.7339
H -0.8579 0.5776 -5.3446
H -1.4857 2.0320 -4.4992
C 2.9301 2.6988 -0.5984
C 4.1931 1.8741 -0.4009
O 4.0911 1.0539 0.7604
C 4.6350 1.5326 1.8409
O 5.0700 2.6192 1.9968
C 4.6495 0.4831 2.9636
F 5.7795 0.5633 3.6373
F 3.6350 0.7115 3.7980
F 4.5207 -0.7645 2.4924
H 3.0640 3.4587 -1.3652
H 2.5868 3.1638 0.3254
H 2.1224 2.0356 -0.9252
H 5.0815 2.4991 -0.3406
H 4.3179 1.1890 -1.2359
Cl -2.6456 -2.8009 -0.3338
C -4.2714 -2.1948 -0.5938
Cl -5.3828 -2.9699 0.5644
Cl -4.8341 -2.5229 -2.2319
H -4.3092 -1.1353 -0.4033
Cl -2.4144 0.8394 4.4354
C -1.1644 -0.1535 5.1930
Cl 0.4358 0.4388 4.7117
Cl -1.3698 -1.8514 4.8031
H -1.2335 -0.0651 6.2678
C -4.4239 3.8657 2.7612
N -4.8204 2.9106 1.7723
C -6.1690 2.4075 1.8285
C -3.9204 2.4492 0.8860
O -4.1553 1.6562 -0.0015
H -5.0042 4.7879 2.7433
H -3.3719 4.1317 2.6513
H -4.4827 3.4327 3.7696
H -6.3690 2.0725 2.8555
H -6.8967 3.1891 1.6098
H -6.2824 1.5436 1.1866
H -2.9275 2.8939 1.0454
C 4.3680 -1.6457 -4.1953
N 3.2553 -0.7649 -3.8892
C 3.5358 0.2919 -2.9508
C 2.0206 -0.9477 -4.4210
O 1.7061 -1.8092 -5.2282
H 5.0500 -1.1731 -4.9127
H 4.0285 -2.5618 -4.6706
H 4.9019 -1.8818 -3.2743
H 3.5579 -0.1182 -1.9281
H 4.5041 0.7247 -3.1904
H 2.7251 1.0156 -2.8802
H 1.2938 -0.1842 -4.0954
C -0.9281 0.0254 1.4941
N 0.0047 0.0727 0.3951
C 1.4014 0.1477 0.7510
C -0.3837 0.2511 -0.8737
O 0.3643 0.5376 -1.7870
H -0.9548 1.0230 1.9535
H -0.6283 -0.6903 2.2556
H -1.9461 -0.1882 1.1718
H 1.6733 1.1612 1.0535
H 1.5903 -0.5246 1.5893
H 2.0121 -0.1732 -0.0874
H -1.4825 0.1916 -0.9767
*
```

Calculated values
E	-5400.6044	Ha
structure (SMILES)	CCOC(=O)C(F)(F)F.CCOC(=O)C(F)(F)F.CCOC(=O)C(F)(F)F.ClC(Cl)Cl.ClC(Cl)Cl.CN(C)C=O.CN(C)C=O.CN(C)C=O
orbital gap	9.3	eV
HOMO energy	-9.189	eV

Results of the Löwdin charge analysis, in e, for atoms 1 through 6: -0.0698, -0.1699, 0.0379, -0.4492, 0.1706, -0.5542

=====

A structure of composition C23H38IN2O6PZn, computed with wB97M-V/def2-TZVPD.

Geometry as ORCA input:
```
! wB97M-V def2-TZVPD RIJCOSX def2/J DEFGRID3
* xyz -2 1
Zn 0.1439 0.0439 -0.4274
O -2.4508 1.3875 5.0291
C -1.8300 1.0563 3.8492
C -1.8019 -0.2556 3.3978
C -1.1658 -0.5133 2.1976
N -0.6084 0.4654 1.4984
C -0.6160 1.7217 1.9289
C -1.2257 2.0700 3.1213
C 0.1149 2.7340 1.0297
O 0.0861 3.9140 1.4137
O 0.6632 2.2250 0.0207
C -1.0309 -1.9281 1.6114
O -1.5998 -2.8266 2.2555
O -0.3394 -1.9896 0.5677
H -2.8360 0.5803 5.3875
H -2.2585 -1.0795 3.9350
H -1.2257 3.1005 3.4465
C 3.4798 -0.4394 3.6460
C 3.7466 -1.7303 2.8705
C 3.1719 -1.4093 1.4864
O 2.2189 -0.3663 1.6863
C 2.1376 -0.0268 3.0603
H 4.2360 0.3148 3.4141
H 3.4445 -0.5797 4.7282
H 3.1971 -2.5557 3.3290
H 4.8019 -2.0061 2.8263
H 2.6687 -2.2574 1.0194
H 3.9311 -1.0457 0.7913
H 1.3201 -0.5791 3.5415
H 1.9263 1.0396 3.1380
I 2.0692 -0.6216 -2.0834
C -2.5066 -1.9537 -3.3021
C -2.6256 -0.5368 -3.8998
C -1.3468 -0.3565 -4.7352
C -3.8357 -0.4725 -4.8386
P -2.5428 0.7043 -2.4509
N -1.5055 0.3011 -1.4325
C -4.2703 0.7689 -1.6424
C -4.6957 -0.6743 -1.3215
C -4.1048 1.4487 -0.2706
C -5.4004 1.4487 -2.4189
C -2.1929 2.4263 -3.1724
C -2.4669 3.4655 -2.0715
C -2.9566 2.8386 -4.4348
C -0.6766 2.5258 -3.4253
H -2.1209 -2.6298 -4.0745
H -3.4636 -2.3501 -2.9665
H -1.8121 -1.9602 -2.4587
H -1.2606 -1.2112 -5.4174
H -0.4569 -0.3489 -4.1007
H -1.3587 0.5467 -5.3441
H -3.6891 -1.1917 -5.6564
H -3.9694 0.5097 -5.2935
H -4.7663 -0.7425 -4.3411
H -3.8857 -1.2276 -0.8437
H -5.0246 -1.2240 -2.2018
H -5.5393 -0.6409 -0.6217
H -3.1801 1.1133 0.2045
H -4.9511 1.1701 0.3691
H -4.0814 2.5354 -0.3362
H -5.5529 1.0203 -3.4104
H -5.2387 2.5188 -2.5369
H -6.3398 1.3244 -1.8624
H -3.5294 3.6375 -1.9029
H -2.0234 4.4192 -2.3789
H -1.9965 3.1771 -1.1300
H -4.0395 2.7856 -4.3143
H -2.6850 2.2385 -5.3027
H -2.7063 3.8816 -4.6733
H -0.1123 2.1584 -2.5673
H -0.4221 3.5825 -3.5761
H -0.3516 1.9762 -4.3053
*
```

Calculated values
E	-3878.7293	Ha
orbital gap	6.1	eV
HOMO energy	-1.656	eV

Results of the Löwdin charge analysis, in e, for atoms 1 through 6: 0.2562, 0.0328, -0.2946, 0.0405, -0.1785, 0.0953

=====

A cluster of 10 separate species, C23H38N11O3 in total, computed with wB97M-V/def2-TZVPD.

Geometry as ORCA input:
```
! wB97M-V def2-TZVPD RIJCOSX def2/J DEFGRID3
* xyz -1 1
N -0.3429 1.1193 -0.2047
C 0.4217 0.0604 0.4542
C 1.9584 0.2921 0.5857
O 2.4144 1.2837 -0.2912
C 2.7231 -1.0500 0.4390
N 3.5645 -1.1554 -0.7549
C 2.7615 -1.1928 -2.0046
C 2.8389 -2.5547 -2.6945
O 3.7930 -2.7371 -3.4921
O 1.9722 -3.4117 -2.4087
H 0.0126 2.0435 -0.0064
H -0.4629 0.9660 -1.1926
H 0.0362 -0.0017 1.4605
H 0.2015 -0.8913 -0.0191
H 2.1211 0.6228 1.6184
H 3.3654 1.1950 -0.3942
H 3.3763 -1.1427 1.3124
H 2.0405 -1.8987 0.4981
H 3.9647 -2.0834 -0.6914
H 3.2086 -0.4731 -2.6914
H 1.7452 -0.8447 -1.8535
C 0.0107 3.3586 3.5058
C 0.3937 3.5827 2.1160
N 0.6949 3.7489 1.0196
H -0.1676 4.3146 3.9949
H -0.8955 2.7572 3.5527
H 0.8120 2.8349 4.0243
C 3.1201 2.4715 -4.1039
C 1.8572 1.8434 -3.7362
N 0.8752 1.3363 -3.4380
H 2.9772 3.1041 -4.9779
H 3.4812 3.0787 -3.2760
H 3.8565 1.7030 -4.3327
C 3.0340 6.5084 3.6512
C 1.6375 6.6845 4.0411
N 0.5339 6.8192 4.3297
H 3.6004 7.4045 3.8955
H 3.4604 5.6597 4.1818
H 3.0943 6.3258 2.5801
C -3.3035 3.0663 0.2351
C -4.1471 3.2456 1.4147
N -4.8115 3.3837 2.3432
H -3.5807 2.1711 -0.3188
H -3.3962 3.9336 -0.4159
H -2.2646 2.9561 0.5422
C -3.8729 -1.6334 -1.4944
C -3.9114 -0.2031 -1.7661
N -3.9071 0.9173 -2.0180
H -2.8836 -1.9121 -1.1341
H -4.6126 -1.8907 -0.7383
H -4.0886 -2.1789 -2.4064
C -5.9610 -4.7648 -4.5155
C -5.6370 -3.3444 -4.4192
N -5.3776 -2.2277 -4.3482
H -6.5918 -4.9393 -5.3844
H -5.0454 -5.3438 -4.6161
H -6.4896 -5.0833 -3.6195
C 1.7304 -4.2311 3.1570
C 1.0912 -2.9346 2.9434
N 0.5985 -1.9116 2.7659
H 2.8009 -4.0985 3.2858
H 1.3204 -4.6976 4.0384
H 1.5524 -4.8739 2.2961
C -2.8872 -0.0129 -5.2590
C -2.6081 0.3335 -6.6512
N -2.3887 0.6061 -7.7459
H -3.2170 0.8702 -4.7161
H -3.6711 -0.7677 -5.2193
H -1.9864 -0.4024 -4.7866
C 2.1492 -3.9940 7.6974
C 2.4303 -4.8571 6.5533
N 2.6425 -5.5329 5.6488
H 1.2018 -3.4803 7.5464
H 2.0918 -4.5922 8.6042
H 2.9415 -3.2564 7.8043
*
```

Calculated values
E	-1727.1803	Ha
orbital gap	5.8	eV
HOMO energy	-4.033	eV

Results of the Löwdin charge analysis, in e, for atoms 1 through 6: 0.0172, -0.2423, -0.3762, -0.0586, -0.2089, -0.0492

=====

A structure of composition C23H39BrFeN2O7Se2Si, computed with wB97M-V/def2-TZVPD.

Geometry as ORCA input:
```
! wB97M-V def2-TZVPD RIJCOSX def2/J DEFGRID3
* xyz 1 6
Fe 0.9972 2.1295 -0.2978
O 0.5924 4.7369 2.6037
C 0.2239 3.9538 1.7758
O 1.0020 2.9587 1.3250
C -1.1657 3.9629 1.2046
C -2.1853 4.4193 2.0143
C -3.4860 4.3812 1.5510
C -3.7973 3.8999 0.3026
C -2.7737 3.4623 -0.5214
C -1.4228 3.5130 -0.1097
O -0.4199 3.1803 -0.9172
N -3.1849 2.9092 -1.8263
O -4.3761 2.8400 -2.0511
O -2.3287 2.5304 -2.6064
N -4.5800 4.8477 2.4279
O -5.7042 4.8433 1.9673
O -4.2786 5.1985 3.5517
H -1.9654 4.7935 3.0041
H -4.8208 3.8594 -0.0311
C 0.6900 2.9603 -4.0356
Se 0.9604 1.3566 -2.9793
C 2.8886 1.2007 -3.1889
C 3.6576 2.4135 -2.7175
Se 3.3896 2.8003 -0.8145
C 2.9661 4.7026 -0.8724
H 0.9298 3.8551 -3.4687
H -0.3647 2.9702 -4.2948
H 1.2970 2.8874 -4.9349
H 3.1150 1.0135 -4.2387
H 3.1756 0.3097 -2.6285
H 3.3855 3.3148 -3.2622
H 4.7269 2.2531 -2.8333
H 3.8289 5.2288 -1.2676
H 2.7853 4.9981 0.1591
H 2.0798 4.8765 -1.4748
C -0.8839 -3.9194 2.8176
C -0.3957 -2.4958 2.4699
C -1.5257 -1.5015 2.7835
C 0.7860 -2.1488 3.3878
Si 0.1206 -2.5167 0.6449
Br 0.2023 -0.1005 0.1584
C -1.1977 -3.0440 -0.6140
C -2.6093 -2.6606 -0.1434
C -1.0067 -2.4437 -2.0151
C -1.1184 -4.5831 -0.7220
C 1.9120 -3.0220 0.2663
C 2.9616 -2.0712 0.8603
C 2.1228 -4.4281 0.8689
C 2.1718 -3.0965 -1.2451
H -1.1158 -3.9528 3.8863
H -0.1291 -4.6883 2.6259
H -1.7958 -4.1894 2.2800
H -1.7652 -1.5904 3.8476
H -2.4403 -1.6959 2.2261
H -1.2230 -0.4673 2.6042
H 0.4274 -2.1410 4.4214
H 1.1922 -1.1558 3.1754
H 1.5954 -2.8792 3.3331
H -2.7148 -1.5827 0.0082
H -2.9025 -3.1726 0.7740
H -3.3221 -2.9527 -0.9199
H -1.1443 -1.3595 -2.0171
H -1.7727 -2.8689 -2.6710
H -0.0376 -2.6691 -2.4576
H -1.2150 -5.0860 0.2445
H -0.1915 -4.9187 -1.1932
H -1.9449 -4.9285 -1.3496
H 2.8838 -1.9542 1.9397
H 2.9081 -1.0785 0.4067
H 3.9540 -2.4796 0.6432
H 2.0734 -4.4237 1.9602
H 3.1200 -4.7819 0.5902
H 1.4025 -5.1607 0.4943
H 1.9852 -2.1374 -1.7392
H 1.5723 -3.8601 -1.7417
H 3.2233 -3.3542 -1.4039
*
```

Calculated values
E	-10465.7380	Ha
orbital gap (spin up / spin down)	9.1 / 7.0	eV
HOMO energy (spin up / spin down)	-11.959 / -12.065	eV

Results of the Löwdin charge analysis, in e, for atoms 1 through 6: 0.4524, 0.1487, -0.5120, -0.1947, -0.0417, 0.0933